Density functional theory data (ωB97M-V/def2-TZVPD) for a 10-piece molecular cluster, C21H28BCl28F3O6 overall at a distorted geometry.

```
87
Properties=species:S:1:pos:R:3:forces:R:3:mulliken_charge:R:1
C 6.20402 0.34016 -1.74135 -0.612 0.516 0.428 -0.9454
C 5.09376 0.67405 -2.88785 2.238 -0.368 0.493 -0.0074
O 4.30746 -0.51001 -3.15737 -1.055 1.032 -0.127 -0.3422
C 3.00001 -0.17093 -3.70428 -0.336 0.757 0.110 -0.3515
C 1.90682 -0.57220 -2.58398 1.245 -1.979 -0.064 0.3965
O 0.55703 -0.12921 -2.89690 -0.467 -0.106 2.418 -0.6457
C 0.00832 0.73745 -1.90309 -0.789 1.330 -3.514 0.7125
C -0.44617 0.15359 -0.49034 0.554 -0.151 2.451 0.7971
F -1.83108 -0.13352 -0.39951 3.485 0.808 -0.537 -0.1852
F 0.22821 -1.00843 -0.07231 -1.505 2.550 -1.216 -0.2431
F -0.13668 1.15522 0.49586 -0.952 -2.243 -2.077 -0.3299
O 0.94898 1.86293 -1.88894 0.797 0.762 0.135 -0.3410
C 0.93248 2.55104 -3.17137 -2.012 -0.520 -0.350 0.1979
O 1.75801 3.33926 -3.64205 -3.136 -3.271 2.179 -0.5602
O -0.33155 2.12242 -3.71016 3.419 1.594 0.501 -0.4089
C -1.20353 1.52356 -2.66700 1.101 0.263 -1.814 0.1635
B -1.75292 2.91752 -1.94811 -1.357 1.371 1.038 1.1922
C -2.48497 2.95128 -0.48340 -1.173 0.493 -0.458 -0.7374
O -1.65622 4.21727 -2.61057 1.563 -2.637 1.656 -0.8034
C -2.22180 0.66602 -3.56712 -0.353 -0.932 0.332 -0.3254
Cl -2.48621 1.58762 -5.16904 -0.162 -0.675 1.137 -0.1742
C -3.63886 0.34002 -2.91004 -1.184 -0.577 -0.757 -0.3475
C -3.85688 -1.21164 -2.50130 -0.463 0.312 1.157 -0.8982
H 6.02382 1.05150 -0.85446 0.345 -1.075 -1.280 0.2697
H 6.09991 -0.71678 -1.32820 0.092 1.328 -0.801 0.2105
H 7.26979 0.51715 -2.10078 -1.470 -0.345 0.361 0.2860
H 4.49867 1.57157 -2.51250 0.445 -1.280 -0.832 0.1337
H 5.70816 0.89787 -3.83707 -1.257 0.122 1.265 0.2598
H 3.02430 0.94547 -3.94077 -0.448 -1.379 0.352 0.2662
H 2.79860 -0.70162 -4.71033 0.375 0.518 1.756 0.2021
H 2.25318 -0.30912 -1.51427 -0.498 0.038 -1.860 0.3453
H 1.87772 -1.73064 -2.59721 -0.317 2.471 -0.040 -0.2356
H -3.16117 2.03714 -0.29664 1.400 1.240 0.093 0.1753
H -3.21431 3.85052 -0.52195 1.222 -1.296 0.083 0.2482
H -1.77353 3.17056 0.38159 -0.903 -0.552 -1.074 0.2570
H -0.78862 4.56471 -2.25507 -1.224 0.103 -0.690 0.0129
H -1.77337 -0.34381 -3.90216 -0.346 1.867 0.640 0.4111
H -4.43407 0.55755 -3.71980 1.397 -0.165 1.317 0.5439
H -3.93380 0.96584 -2.00842 0.763 -0.532 -1.255 0.0758
H -4.81214 -1.65084 -2.97865 1.792 0.668 0.496 0.3004
H -4.07094 -1.22719 -1.36529 0.449 -0.175 -1.759 0.1246
H -2.94255 -1.87177 -2.67488 -1.302 0.879 0.018 0.2671
Cl 3.01256 -6.26725 -2.33302 -0.171 0.334 0.282 0.0015
C 2.35154 -4.83653 -1.52990 0.049 -0.116 -0.097 0.6683
Cl 3.17370 -3.37205 -2.08856 0.491 -0.791 0.294 -0.1334
Cl 0.60748 -4.71489 -1.81073 0.053 0.045 0.037 -0.1398
H 2.52062 -4.93651 -0.45885 -0.121 0.057 -0.402 -0.4257
Cl -0.39480 -0.82696 4.19269 0.015 0.106 -0.073 -0.1512
C 0.59824 0.53259 3.64672 0.049 -0.056 0.003 1.1649
Cl 0.31438 1.95562 4.65989 -0.021 -0.027 -0.078 -0.1228
Cl 2.31208 0.09400 3.65592 -0.158 0.050 -0.050 -0.1398
H 0.31296 0.77665 2.62646 0.056 -0.053 0.245 -0.7057
Cl 3.96020 -7.45987 -5.47752 0.115 -0.159 0.012 -0.1107
C 4.52484 -8.99484 -4.80361 -0.039 0.001 -0.055 0.0591
Cl 4.32338 -9.01709 -3.04467 0.144 -0.178 -0.195 -0.1199
Cl 3.66544 -10.35220 -5.54470 0.114 0.094 0.056 -0.1206
H 5.58466 -9.09742 -5.02771 -0.221 0.020 0.058 0.2889
Cl -1.92105 1.94980 8.85632 -0.044 -0.035 -0.171 -0.1309
C -2.59893 1.98444 7.22268 0.150 0.064 0.046 0.4397
Cl -4.16176 1.15538 7.17780 0.029 -0.005 -0.039 -0.1192
Cl -2.76376 3.65024 6.65195 0.030 -0.190 0.000 -0.1144
H -1.91542 1.46042 6.55676 -0.140 0.093 0.114 -0.0827
Cl -0.02352 7.01912 -2.43333 0.199 -0.070 0.075 -0.1150
C 1.55594 6.42579 -1.89932 0.106 0.268 -0.191 -0.0117
Cl 2.58819 7.77177 -1.39787 -0.093 -0.169 -0.016 -0.1157
Cl 1.36876 5.25918 -0.57994 -0.045 -0.077 -0.063 -0.1287
H 2.03398 5.91985 -2.73661 -0.116 0.012 0.184 0.3583
Cl -1.81070 8.07270 1.65677 0.143 -0.082 -0.003 -0.1262
C -0.22908 7.48452 2.18855 -0.036 0.075 0.016 0.6959
Cl 0.79578 8.83256 2.70101 -0.054 -0.139 -0.082 -0.1299
Cl -0.40996 6.30648 3.49656 0.032 0.018 -0.118 -0.1002
H 0.25048 6.98792 1.34862 -0.071 0.095 0.136 -0.3098
Cl 1.17394 -6.92274 1.19394 0.106 0.056 0.106 -0.0991
C 2.60210 -6.68423 2.21069 -0.042 -0.183 -0.003 0.0443
Cl 3.62225 -8.12897 2.19925 -0.100 0.166 0.032 -0.1145
Cl 3.52031 -5.27027 1.67040 0.074 -0.047 0.289 -0.1368
H 2.27023 -6.50701 3.23174 0.081 -0.007 -0.214 0.3110
Cl -3.72894 -2.97613 8.99050 -0.124 0.118 -0.066 -0.1206
C -5.29713 -2.31560 8.50693 0.026 -0.007 0.117 0.3142
Cl -5.73892 -2.88279 6.88906 0.008 0.089 0.033 -0.1232
Cl -6.54544 -2.75335 9.68118 0.107 0.079 -0.128 -0.1235
H -5.21772 -1.23054 8.47972 0.005 -0.225 0.006 0.0604
Cl -6.98440 -1.54995 3.19540 0.134 0.034 0.082 -0.1352
C -5.52108 -0.66375 3.64485 -0.034 0.050 0.007 0.2634
Cl -4.27102 -0.85561 2.40625 -0.020 -0.002 0.100 -0.0543
Cl -5.88305 1.04812 3.90221 0.033 -0.147 -0.017 -0.1248
H -5.14445 -1.07769 4.57864 -0.062 0.079 -0.177 0.0492
```
Positions in Å, forces in eV/Å.

frontier orbital gap: 10.07 eV
structure (SMILES): CCOCCO[C@@]1(C(F)(F)F)OC(=O)O[C@@]1(B(C)O)[C@H](Cl)CC.ClC(Cl)Cl.ClC(Cl)Cl.ClC(Cl)Cl.ClC(Cl)Cl.ClC(Cl)Cl.ClC(Cl)Cl.ClC(Cl)Cl.ClC(Cl)Cl.ClC(Cl)Cl